{
  "formula": "C12H23KN6O3",
  "method": "wB97M-V/def2-TZVPD",
  "homo_lumo_gap_ha": 0.231,
  "total_charge": 0,
  "homo_ha": -0.2596,
  "total_energy_ha": -1625.235734,
  "e_lumo_ev": -0.8,
  "symbols": ["K", "N", "C", "C", "O", "N", "C", "C", "O", "O", "H", "H", "H", "H", "H", "H", "C", "C", "N", "C", "C", "N", "H", "H", "H", "H", "H", "H", "N", "C", "C", "N", "C", "C", "H", "H", "H", "H", "H", "H", "H", "H", "H", "H", "H"],
  "positions_angstrom": [[0.61255, -0.47019, 0.94371], [-1.11160, 2.69829, 1.62902], [-0.51466, 2.34883, 2.92464], [-0.33158, 0.83335, 2.97760], [0.86460, 0.40627, 3.16419], [-1.42430, 0.16673, 2.69365], [-1.42955, -1.31722, 2.65016], [-1.68486, -1.89313, 1.19251], [-2.83279, -1.81208, 0.72787], [-0.66742, -2.35656, 0.57272], [-1.44464, 3.65433, 1.62441], [-1.90987, 2.08125, 1.50961], [-1.11890, 2.68650, 3.77409], [0.47835, 2.79164, 3.01468], [-2.27514, -1.66216, 3.24545], [-0.51854, -1.76204, 3.06801], [2.36351, 2.37676, 0.16029], [2.90130, 0.98816, 0.28594], [3.07517, 0.12626, -0.69718], [3.48166, -1.05294, -0.08399], [3.54404, -0.88814, 1.26432], [3.18885, 0.42468, 1.49288], [1.30630, 2.47213, 0.43062], [2.47584, 2.68759, -0.87750], [2.92913, 3.06230, 0.79209], [3.71002, -1.94036, -0.65090], [3.78812, -1.55640, 2.07087], [2.80899, 0.76590, 2.37693], [-1.79219, -1.16924, -3.53843], [-2.49617, -1.03390, -2.18659], [-1.86628, 0.14432, -1.46247], [-0.44402, 0.27924, -1.78386], [0.21870, -0.96157, -2.14773], [-0.35657, -1.65870, -3.38347], [-1.77822, -0.24634, -3.97092], [-2.30526, -1.78279, -4.16604], [-2.33346, -1.95821, -1.62854], [-3.55289, -0.91343, -2.41155], [-2.01884, -0.07718, -0.40641], [-2.36805, 1.08576, -1.68867], [-0.18866, 1.06954, -2.35362], [0.05174, -1.68276, -1.34184], [1.28412, -0.75789, -2.24704], [-0.46183, -2.73155, -3.22775], [0.14330, -1.46506, -4.33179]],
  "forces_ev_per_angstrom": [[0.864, 0.516, -0.934], [0.107, -0.012, -0.149], [0.042, 0.039, 0.026], [-0.335, -0.314, 0.208], [-0.149, 0.173, 0.574], [0.207, -0.272, -0.175], [-0.089, 0.268, -0.259], [0.098, -0.023, 0.533], [-0.017, 0.008, -0.054], [-0.961, -0.678, -0.148], [-0.025, 0.012, 0.046], [-0.042, -0.007, 0.054], [-0.012, -0.070, 0.033], [-0.038, 0.089, -0.032], [-0.019, 0.046, 0.031], [0.032, 0.051, -0.076], [0.216, 0.035, -0.177], [-0.054, -0.046, 0.122], [0.149, -0.127, 0.246], [0.023, 0.253, -0.175], [-0.046, 0.248, 0.063], [-0.007, -0.013, -0.003], [0.008, -0.190, 0.074], [-0.002, 0.036, 0.024], [-0.016, 0.012, -0.009], [0.012, 0.031, -0.037], [0.007, -0.024, -0.023], [0.030, -0.021, -0.056], [0.171, 0.075, 0.182], [0.168, -0.306, -0.628], [0.139, 0.190, 0.174], [0.055, -0.340, -0.074], [0.071, -0.104, 0.304], [-0.852, 0.167, -0.237], [0.023, 0.018, 0.005], [-0.033, -0.054, 0.071], [-0.049, 0.020, 0.035], [-0.044, 0.030, 0.225], [-0.048, 0.203, 0.075], [-0.038, -0.023, -0.039], [-0.100, 0.051, -0.026], [0.208, 0.189, 0.236], [0.017, -0.171, -0.066], [0.257, -0.024, -0.015], [0.076, 0.061, 0.049]]
}